The following is a quantum chemistry calculation of C42H40N6P2PtSe2 as an isolated structure in a non-equilibrium geometry, from the Open Molecules 2025 dataset.

The geometry in XYZ format:
```
93
C42H40N6P2PtSe2 (ωB97M-V with the def2-TZVPD basis set)
Pt -1.957 -1.601 -0.037
C -0.456 -3.042 -2.082
N -1.677 -2.198 -2.087
C -1.527 -1.011 -2.947
C -2.816 -3.055 -2.444
C -2.932 -3.574 -3.723
C -3.907 -4.515 -4.013
C -4.701 -4.992 -2.971
C -4.593 -4.463 -1.698
C -3.705 -3.407 -1.437
N -3.581 -2.711 -0.269
C -4.559 -2.525 0.673
C -5.929 -2.796 0.526
C -6.780 -2.737 1.616
C -6.305 -2.374 2.873
C -4.991 -1.945 2.981
C -4.149 -1.969 1.881
N -2.830 -1.316 1.934
C -2.016 -1.766 3.073
C -3.005 0.163 1.975
H -0.281 -3.465 -3.076
H -0.583 -3.848 -1.368
H 0.402 -2.450 -1.781
H -1.317 -1.290 -3.983
H -0.710 -0.403 -2.573
H -2.438 -0.420 -2.902
H -2.250 -3.250 -4.500
H -4.015 -4.900 -5.017
H -5.406 -5.794 -3.151
H -5.176 -4.880 -0.890
H -6.323 -3.033 -0.451
H -7.826 -2.984 1.482
H -6.954 -2.372 3.738
H -4.629 -1.564 3.929
H -2.486 -1.491 4.021
H -1.041 -1.292 3.017
H -1.884 -2.842 3.023
H -3.568 0.457 2.866
H -3.535 0.494 1.088
H -2.026 0.639 2.005
Se 1.620 3.317 2.949
P 1.498 3.241 0.851
C 3.093 3.073 0.004
C 3.206 2.408 -1.212
C 4.437 2.331 -1.853
C 5.551 2.933 -1.287
C 5.439 3.605 -0.073
C 4.216 3.671 0.573
C 0.785 4.739 0.107
C 0.404 5.792 0.922
C -0.110 6.956 0.358
C -0.243 7.059 -1.017
C 0.148 6.005 -1.837
C 0.663 4.849 -1.278
C 0.444 1.901 0.237
C 0.450 0.507 0.338
N -0.755 0.118 -0.164
N -1.434 1.190 -0.558
N -0.731 2.266 -0.328
P 1.594 -0.801 0.848
Se 0.580 -2.634 1.150
C 2.570 -0.274 2.268
C 2.199 -0.689 3.543
C 2.956 -0.309 4.640
C 4.090 0.475 4.465
C 4.459 0.891 3.195
C 3.699 0.525 2.097
C 2.779 -0.984 -0.515
C 2.359 -0.740 -1.820
C 3.202 -1.000 -2.890
C 4.475 -1.502 -2.659
C 4.895 -1.757 -1.360
C 4.046 -1.516 -0.290
H 2.334 1.950 -1.660
H 4.523 1.800 -2.792
H 6.508 2.881 -1.791
H 6.309 4.076 0.368
H 4.117 4.178 1.527
H 0.508 5.695 1.996
H -0.400 7.781 0.995
H -0.639 7.966 -1.457
H 0.053 6.089 -2.912
H 0.960 4.028 -1.919
H 1.323 -1.314 3.666
H 2.666 -0.633 5.631
H 4.683 0.767 5.322
H 5.333 1.515 3.057
H 3.983 0.866 1.111
H 1.364 -0.346 -1.993
H 2.866 -0.811 -3.902
H 5.135 -1.710 -3.491
H 5.886 -2.154 -1.178
H 4.365 -1.746 0.719
```

Summary:
HOMO energy	-6.64	eV
energy above the lowest of the compared OMol25 structures with the same formula, charge and spin	7.6	kcal per mole
Kohn-Sham gap	0.2598	Ha
multiplicity	1

---

The following is a quantum chemistry calculation of C42H41BrCl5LaN4O6S5Sb as an isolated structure in a non-equilibrium geometry, from the Open Molecules 2025 dataset.

The geometry in XYZ format:
```
106
C42H41BrCl5LaN4O6S5Sb (ωB97M-V with the def2-TZVPD basis set)
La 0.139 -0.238 -0.827
O 2.486 -0.035 -4.426
C 1.745 0.098 -5.535
C 2.374 0.012 -6.775
C 1.628 0.094 -7.943
C 0.250 0.247 -7.892
C -0.370 0.351 -6.648
C 0.355 0.306 -5.469
C -0.330 0.471 -4.116
O 0.155 -0.368 -3.172
N -0.110 1.875 -3.684
N -0.176 2.128 -2.367
C -0.381 3.340 -2.018
C -0.250 3.884 -0.677
Br 0.788 2.934 0.594
C -0.716 5.076 -0.305
C -1.712 5.852 -1.058
C -2.730 5.226 -1.782
C -3.665 5.978 -2.478
C -3.614 7.365 -2.454
C -2.627 7.999 -1.708
C -1.693 7.248 -1.012
H 1.832 -0.142 -3.677
H 3.448 -0.127 -6.799
H 2.129 0.018 -8.902
H -0.336 0.285 -8.801
H -1.448 0.462 -6.584
H -1.417 0.329 -4.262
H -0.501 2.591 -4.289
H -0.652 4.076 -2.779
H -0.363 5.500 0.627
H -2.821 4.145 -1.753
H -4.447 5.468 -3.026
H -4.347 7.949 -2.997
H -2.586 9.081 -1.668
H -0.922 7.744 -0.432
S -5.120 0.881 -1.840
Sb -2.913 0.246 -1.642
S -2.097 1.127 0.402
S -3.048 -3.704 -3.052
Cl 7.755 -1.232 -0.200
C 6.165 -0.623 -0.523
C 5.106 -1.497 -0.764
Cl 5.375 -3.206 -0.751
C 3.839 -1.004 -1.006
Cl 2.485 -2.056 -1.235
C 3.535 0.387 -1.040
O 2.351 0.803 -1.238
C 4.642 1.242 -0.791
Cl 4.332 2.939 -0.810
C 5.913 0.748 -0.538
Cl 7.214 1.849 -0.230
C -4.315 -1.372 5.215
C -4.240 -2.592 4.288
C -5.636 -2.845 3.717
C -3.803 -3.822 5.095
C -3.218 -2.341 3.182
C -3.478 -2.580 1.843
C -2.509 -2.294 0.890
N -1.324 -1.785 1.203
C -1.029 -1.626 2.488
C -1.941 -1.879 3.500
C 0.341 -1.113 2.787
C 0.904 -1.258 4.048
C 2.171 -0.762 4.335
C 2.829 -0.107 3.304
C 2.211 -0.017 2.067
N 1.009 -0.517 1.792
C 2.763 -0.934 5.731
C 4.205 -0.433 5.803
C 2.744 -2.418 6.118
C 1.913 -0.134 6.728
H -5.093 -1.525 5.968
H -4.555 -0.472 4.647
H -3.374 -1.198 5.739
H -6.353 -2.934 4.536
H -5.673 -3.770 3.138
H -5.953 -2.026 3.070
H -4.524 -4.032 5.891
H -2.824 -3.664 5.551
H -3.735 -4.700 4.450
H -4.434 -2.945 1.498
H -2.695 -2.463 -0.164
H -1.678 -1.674 4.529
H 0.344 -1.785 4.809
H 3.810 0.327 3.424
H 2.714 0.495 1.255
H 4.847 -0.958 5.093
H 4.599 -0.606 6.807
H 4.271 0.637 5.599
H 3.305 -3.013 5.396
H 1.729 -2.813 6.161
H 3.199 -2.550 7.103
H 1.910 0.927 6.469
H 2.315 -0.243 7.738
H 0.878 -0.479 6.731
C 1.469 -3.411 -5.892
O 0.639 -3.199 -4.746
C -0.660 -3.285 -4.891
S -1.488 -3.692 -6.222
S -1.490 -2.595 -3.404
H 2.486 -3.323 -5.521
H 1.261 -2.643 -6.637
H 1.283 -4.396 -6.320
O -0.532 -2.288 -1.185
O -0.243 -2.995 -2.405
```

Summary:
HOMO energy (spin up / spin down)	0.16 / -1.45	eV
energy above the lowest of the compared OMol25 structures with the same formula, charge and spin	6.2	kcal per mole
charge	-2
expectation value of S²	0.757
Kohn-Sham gap (spin up / spin down)	0.1137 / 0.1731	Ha
multiplicity	2